(1)
Formula: C4H8N2O
Source: the Open Molecules 2025 dataset
Level of theory: the ωB97M-V functional and the def2-TZVPD basis

XYZ file:
```
15
Properties=species:S:1:pos:R:3:forces:R:3
C 0.72128 0.92060 -0.71300 0.5436 0.3869 -0.4173
C -0.00462 -0.18642 1.44136 1.3361 -0.9666 -1.0585
N -0.49272 0.95468 -1.34883 0.0210 -0.2224 -0.1747
N -1.36873 -0.33618 1.12004 -0.2984 -0.0866 -0.0736
C 1.09944 -0.08453 0.15320 -1.9750 1.6942 1.5097
C 0.89273 -1.58131 -0.66637 -0.3631 -1.9502 -0.0544
O -0.18747 -1.88604 -1.05848 0.7251 0.9453 0.0937
H 1.45107 1.66163 -1.02199 -0.0518 0.0495 -0.2452
H -0.55330 1.58861 -2.13547 0.0658 -0.1311 0.1567
H -0.87829 0.02482 -1.55669 -0.0162 0.3026 0.2537
H -1.53113 -1.16097 0.54918 -0.0885 0.1945 0.1135
H -1.76111 0.48242 0.67382 0.0354 -0.0942 -0.0192
H 0.14519 0.69821 2.06449 0.2089 -0.1477 -0.2422
H 0.35980 -1.07919 1.95154 -0.1217 0.0429 0.3050
H 2.10788 -0.01632 0.54720 -0.0213 -0.0172 -0.1472
```
Forces are in eV/Å.

Calculated total energy ... -9302.4667 eV
Maximum force ... 0.0585 hartree/bohr
Frontier orbital gap (alpha / beta) ... 7.46 / 7.23 eV
Energy relative to the best compared isomer or geometry (same formula, charge and spin) ... 90.55 kcal/mol
LUMO level (alpha / beta) ... 0.015 / 0.012 hartree
HOMO level (alpha / beta) ... -7.053 / -6.903 eV



(2)
Formula: C4H8N2O
Source: the Open Molecules 2025 dataset
Level of theory: the ωB97M-V functional and the def2-TZVPD basis

XYZ file:
```
15
Properties=species:S:1:pos:R:3:forces:R:3
C -0.02439 -1.63499 -0.45122 -0.2355 -0.0580 0.0923
N -0.77357 0.26668 -1.73596 1.6385 -1.0849 -0.0536
C 0.07441 -0.19026 -0.82917 -1.2849 -0.1766 -1.8525
C 0.90459 0.65606 0.01194 -2.5661 0.4496 0.3482
C -0.82044 1.07069 0.50576 3.3862 0.9601 2.3375
O 1.68057 0.01687 0.95886 -0.1536 0.1497 -0.1152
N -1.43250 0.64615 1.50782 -0.8970 -0.3798 -0.7588
H 1.86482 0.62829 1.68140 0.0037 -0.0277 -0.0549
H -0.51446 1.18682 -2.09309 -0.0598 0.1631 0.3793
H -1.18163 -0.27229 1.86332 0.5110 0.1475 0.1530
H 1.30178 1.56663 -0.44039 -0.0102 -0.0686 0.1642
H -0.97592 2.05839 0.09461 -0.4800 -0.1400 -0.5510
H 0.90386 -2.13066 -0.74181 -0.0533 -0.0464 -0.0547
H -0.88180 -2.07670 -0.95488 0.1443 -0.0020 -0.0939
H -0.12533 -1.79168 0.62281 0.0568 0.1140 0.0600
```
Forces are in eV/Å.

Calculated total energy ... -9302.3200 eV
Maximum force ... 0.0822 hartree/bohr
Frontier orbital gap ... 9.11 eV
Energy relative to the best compared isomer or geometry (same formula, charge and spin) ... 93.93 kcal/mol
LUMO level ... 0.021 hartree
HOMO level ... -8.551 eV



(3)
Formula: C4H8N2O
Source: the Open Molecules 2025 dataset
Level of theory: the ωB97M-V functional and the def2-TZVPD basis

XYZ file:
```
15
Properties=species:S:1:pos:R:3:forces:R:3
C -0.03774 -1.10019 1.11528 0.0409 -0.0090 0.1018
C -0.25549 0.22506 0.37570 0.0389 -0.0462 0.0914
O 0.86767 1.05560 0.73003 -0.0957 0.1241 -0.0190
C -1.44260 0.96053 0.84641 -0.8936 0.6374 0.3093
N -2.29059 1.66596 1.19572 0.6872 -0.7906 -0.3476
C -0.29711 -0.01390 -1.17208 -0.1336 0.0927 0.0215
N 1.06356 -0.00872 -1.67033 0.1790 -0.1353 0.0163
H 0.59327 -0.90081 1.98214 -0.1404 -0.1076 0.0180
H 0.47704 -1.82016 0.46811 -0.0611 0.2116 0.1210
H -0.97780 -1.54901 1.44912 0.1204 0.1290 -0.1325
H 0.70641 1.98222 0.49148 -0.1559 -0.2756 0.0500
H -0.89265 0.75720 -1.67768 0.1785 0.0303 0.2079
H -0.78388 -0.97271 -1.39966 0.0622 0.2625 0.2239
H 1.48288 -0.92584 -1.55198 -0.0360 0.0490 -0.1171
H 1.57162 0.59890 -1.02493 0.2092 -0.1723 -0.5450
```
Forces are in eV/Å.

SMILES ... C[C@](O)(C#N)CN
Calculated total energy ... -9304.6273 eV
Maximum force ... 0.0222 hartree/bohr
Frontier orbital gap ... 10.52 eV
Energy relative to the best compared isomer or geometry (same formula, charge and spin) ... 40.72 kcal/mol
LUMO level ... 0.025 hartree
HOMO level ... -9.855 eV



(4)
Formula: C4H8N2O
Source: the Open Molecules 2025 dataset
Level of theory: the ωB97M-V functional and the def2-TZVPD basis

XYZ file:
```
15
Properties=species:S:1:pos:R:3:forces:R:3
C -0.06449 -1.88794 -0.45615 -0.3115 0.0149 -0.2050
C -0.58905 -0.49637 -0.35241 -1.0351 -0.7945 -0.9042
N -1.53825 -0.04059 -1.09734 1.6576 0.1284 1.6453
O -1.69775 1.30105 -0.71958 -0.2794 0.6350 -0.4260
N -1.00657 1.56735 0.54190 -0.7792 -0.3780 -0.5410
C -0.01583 0.49712 0.60429 -0.0235 0.4962 -0.1230
C 1.34105 0.98757 0.12435 0.6516 -0.0170 0.0087
H -0.00116 -2.33118 0.54078 0.0916 -0.0427 -0.1055
H 0.93188 -1.86768 -0.90502 -0.0132 -0.1166 0.1011
H -0.72464 -2.49733 -1.07906 0.1667 0.0851 0.0791
H -1.77925 1.36647 1.17496 0.2814 -0.0429 0.3690
H 0.04799 0.07944 1.61310 0.0092 0.1299 -0.0255
H 1.66439 1.86978 0.68730 -0.1555 -0.1758 -0.0625
H 1.33340 1.24422 -0.94135 -0.1870 0.0036 0.2076
H 2.09823 0.20808 0.26428 -0.0738 0.0744 -0.0182
```
Forces are in eV/Å.

SMILES ... CC1=NON[C@@H]1C
Calculated total energy ... -9302.5404 eV
Maximum force ... 0.0455 hartree/bohr
Frontier orbital gap ... 9.98 eV
Energy relative to the best compared isomer or geometry (same formula, charge and spin) ... 88.85 kcal/mol
LUMO level ... 0.031 hartree
HOMO level ... -9.148 eV